[1]
DFT (ωB97M-V/def2-TZVPD) results for a structure of composition FH4InN.

CARTESIAN COORDINATES (ANGSTROEM)
N: -0.80879 1.07115 0.28801
In: 0.47124 -0.60756 0.14358
F: 1.46927 -0.43580 -1.62237
H: -0.57761 1.81706 -0.36184
H: -1.76716 0.82021 0.06635
H: 1.69975 -0.56958 1.40929
H: -0.48670 -2.09547 0.07697

Atomic forces in eV per Å
N -0.13 0.12 -0.02
In -0.08 -0.17 0.34
F 0.08 0.05 -0.19
H 0.07 -0.05 0.03
H 0.02 -0.03 -0.04
H 0.05 0.04 -0.07
H -0.02 0.03 -0.04

Computed properties:
**HOMO energy**: -4.319 eV
**Total charge**: -1
**Orbital gap**: 8.222 eV

---

[2]
DFT (ωB97M-V/def2-TZVPD) results for an isolated molecule of FH6N4P in a non-equilibrium geometry.

CARTESIAN COORDINATES (ANGSTROEM)
N: 0.85035 1.95588 1.64703
N: -0.99064 -1.66851 -1.72437
N: 0.08947 1.04282 0.89031
N: -0.48345 -0.38359 -1.28313
F: 0.25477 -1.47505 0.87553
P: 0.71664 -0.26472 -0.03246
H: 1.56582 1.44794 2.36332
H: 1.51730 2.43230 1.00029
H: -0.55286 -2.48984 -1.34045
H: -1.99979 -1.81439 -1.23274
H: -0.86373 1.22197 0.93749
H: -0.10388 -0.00479 -2.10081

Atomic forces in eV per Å
N 3.34 -0.77 1.20
N -4.08 -0.21 1.64
N 2.02 -1.29 -1.02
N -0.54 -1.56 1.52
F -0.50 -1.01 0.12
P 0.30 1.79 0.52
H -2.47 1.16 -2.09
H -0.82 -0.32 0.64
H 1.15 0.07 0.28
H 2.84 0.85 -1.62
H -1.87 0.32 0.11
H 0.64 0.95 -1.29

Computed properties:
**Energy above the lowest of the compared OMol25 structures with the same formula, charge and spin**: 0.157 eV
**SMILES**: NNP(F)NN
**HOMO energy**: -8.911 eV
**Total charge**: 0
**Orbital gap**: 9.974 eV

---

[3]
DFT (ωB97M-V/def2-TZVPD) results for a cluster of 2 separate species, FHI2OP in total in a non-equilibrium geometry.

CARTESIAN COORDINATES (ANGSTROEM)
O: -0.35857 0.21005 -0.86237
F: -2.16464 -0.51685 1.52662
P: -1.83543 -0.26360 -0.81774
I: -3.19768 1.63261 -1.55780
I: -1.95150 -2.44819 -1.71661
H: -0.32733 0.80232 -0.05832

Atomic forces in eV per Å
O -0.30 0.47 1.57
F 0.64 0.60 -4.50
P -1.74 -0.58 2.42
I 0.57 -1.43 0.64
I -0.17 1.01 0.45
H 1.00 -0.07 -0.58

Computed properties:
**Energy above the lowest of the compared OMol25 structures with the same formula, charge and spin**: 3.795 eV
**HOMO energy (alpha / beta)**: -15.722 / -15.722 eV
**Total charge**: +1
**Orbital gap (alpha / beta)**: 7.522 / 7.523 eV

---

[4]
DFT (ωB97M-V/def2-TZVPD) results for an isolated molecule of FHN2O3 in a non-equilibrium geometry.

CARTESIAN COORDINATES (ANGSTROEM)
N: -1.20062 0.78580 0.76032
N: -1.78428 -0.68832 0.17129
O: -0.94835 -1.30881 -0.42148
O: -2.92329 -0.86734 0.35672
O: 0.07395 0.69533 0.75145
F: -1.47214 1.53886 -0.60689
H: 0.29372 -0.13824 0.26886

Atomic forces in eV per Å
N -1.24 0.63 -1.95
N 0.96 1.30 -0.16
O 0.20 -0.14 0.32
O -0.58 -0.11 0.20
O 0.47 -0.61 0.66
F -0.09 -0.99 1.50
H 0.28 -0.09 -0.56

Computed properties:
**Energy above the lowest of the compared OMol25 structures with the same formula, charge and spin**: 1.512 eV
**SMILES**: O=[N+]([O-])N(O)F
**HOMO energy**: -11.740 eV
**Total charge**: 0
**Orbital gap**: 10.983 eV

---

[5]
DFT (ωB97M-V/def2-TZVPD) results for a structure of composition FHNO3P in a non-equilibrium geometry.

CARTESIAN COORDINATES (ANGSTROEM)
N: 0.06938 0.98837 0.80299
O: -1.18834 -0.69254 -0.68339
O: 0.46061 -1.53578 1.11910
O: 1.38943 -0.65319 -1.02629
F: 0.15328 2.28497 0.03409
P: 0.36764 -0.49998 0.05543
H: -1.25200 0.10815 -0.30193

Atomic forces in eV per Å
N 0.05 -0.50 1.38
O 1.51 -4.31 -1.90
O -0.30 -0.35 1.30
O 0.47 0.61 -0.84
F 0.23 -0.39 -0.85
P 0.71 -0.29 -0.90
H -2.68 5.25 1.81

Computed properties:
**Energy above the lowest of the compared OMol25 structures with the same formula, charge and spin**: 1.100 eV
**HOMO energy**: 1.208 eV
**Total charge**: -2
**Orbital gap**: 6.501 eV

---

[6]
DFT (ωB97M-V/def2-TZVPD) results for the ion FHNO4S2 with charge -1 in a non-equilibrium geometry.

CARTESIAN COORDINATES (ANGSTROEM)
N: -0.10821 -0.18304 -0.52740
O: 0.13464 -2.35045 0.58419
O: 2.30277 -0.85608 0.55643
O: 3.42227 1.31386 0.98154
O: 0.51460 0.64334 -1.43850
F: 4.50009 -0.53100 -0.59184
S: 0.76671 -1.49271 -0.43664
S: 3.05842 0.37091 -0.04163
H: -0.77189 0.13782 0.05938

Atomic forces in eV per Å
N 3.85 -1.48 -3.97
O 0.82 0.01 -0.50
O 0.89 0.80 0.47
O 0.52 -0.54 0.73
O -0.53 0.40 0.37
F -0.53 0.51 0.97
S -2.20 -0.34 1.19
S -0.29 -0.49 -1.96
H -2.53 1.12 2.69

Computed properties:
**Energy above the lowest of the compared OMol25 structures with the same formula, charge and spin**: 2.991 eV
**HOMO energy (alpha / beta)**: -3.854 / -3.853 eV
**Total charge**: -1
**Orbital gap (alpha / beta)**: 7.502 / 7.501 eV

---

The calculation returns the following E values, one per record and in order: -9447.2201; -18062.7959; -30261.8522; -11849.2331; -19653.2429; -34082.4852 eV.